Below is one molecule with the formula C21H17F3N4O5S at a distorted geometry, with properties calculated with wB97M-V/def2-TZVPD.

Summary:
total charge	0
SMILES string	Cc1ccc(-n2c3c(c(=O)[nH]c2=O)[C@](NS(=O)(=O)c2ccc(C)cc2)(C(F)(F)F)C(=O)N3)cc1
spin multiplicity	1

Last column: natural (NBO) charge in e.
Cartesian coordinates (Å):
C  3.30  5.57  0.97  -0.630
C  2.36  4.43  0.73  0.005
C  2.60  3.50  -0.27  -0.220
C  1.72  2.46  -0.51  -0.121
C  0.58  2.34  0.27  0.092
N  -0.33  1.27  0.04  -0.453
C  -0.65  0.40  1.02  0.508
C  -1.51  -0.65  0.85  -0.331
C  -2.12  -0.92  -0.42  0.679
O  -2.82  -1.86  -0.73  -0.605
N  -1.78  0.06  -1.35  -0.641
C  -0.90  1.11  -1.24  0.810
O  -0.63  1.84  -2.15  -0.598
C  -1.53  -1.47  2.12  -0.072
N  -1.14  -2.84  1.98  -0.833
S  0.41  -3.05  1.35  2.313
O  1.17  -1.95  1.86  -0.951
O  0.80  -4.39  1.65  -0.904
C  0.25  -2.85  -0.42  -0.274
C  0.90  -1.80  -1.03  -0.223
C  0.74  -1.60  -2.39  -0.223
C  -0.08  -2.45  -3.14  0.019
C  -0.26  -2.23  -4.60  -0.638
C  -0.70  -3.52  -2.50  -0.193
C  -0.53  -3.73  -1.14  -0.190
C  -2.91  -1.40  2.81  0.988
F  -3.85  -2.03  2.10  -0.313
F  -2.92  -1.94  4.02  -0.299
F  -3.31  -0.13  2.94  -0.322
C  -0.52  -0.69  3.02  0.745
O  -0.23  -0.91  4.15  -0.506
N  -0.14  0.43  2.29  -0.627
C  0.31  3.26  1.27  -0.216
C  1.20  4.30  1.50  -0.207
H  4.32  5.29  0.70  0.221
H  3.01  6.42  0.34  0.228
H  3.27  5.89  2.00  0.221
H  3.49  3.60  -0.88  0.217
H  1.92  1.75  -1.29  0.219
H  -2.18  -0.06  -2.28  0.433
H  -1.84  -3.44  1.58  0.425
H  1.52  -1.16  -0.43  0.239
H  1.23  -0.78  -2.88  0.220
H  -0.11  -1.18  -4.86  0.222
H  -1.26  -2.53  -4.92  0.223
H  0.46  -2.82  -5.16  0.229
H  -1.32  -4.19  -3.07  0.220
H  -1.01  -4.56  -0.64  0.230
H  0.62  1.02  2.58  0.441
H  -0.59  3.18  1.86  0.228
H  1.00  5.01  2.28  0.219

---

Below is a 3-piece molecular cluster, C14H26O7S3 overall at a distorted geometry, with properties calculated with wB97M-V/def2-TZVPD.

Summary:
total charge	0
SMILES string	C=C[C@@H]1CCCOS1(=O)=O.O=S1(=O)CCCC1.O=S1(=O)CCCC1
spin multiplicity	1

Last column: natural (NBO) charge in e.
Cartesian coordinates (Å):
C  -1.55  1.00  -2.16  -0.397
C  -0.71  1.93  -1.69  -0.205
C  0.11  2.89  -2.56  -0.500
C  1.32  2.10  -3.16  -0.408
C  2.09  1.33  -2.07  -0.439
C  2.69  2.33  -1.06  -0.111
O  1.70  3.15  -0.38  -0.691
S  0.86  4.09  -1.39  2.345
O  1.68  5.06  -2.07  -0.933
O  -0.23  4.69  -0.65  -0.933
H  -1.70  0.11  -1.52  0.241
H  -2.01  1.12  -3.15  0.188
H  -0.61  2.00  -0.60  0.227
H  -0.48  3.41  -3.32  0.264
H  2.03  2.87  -3.54  0.220
H  1.03  1.50  -4.04  0.225
H  2.95  0.84  -2.56  0.228
H  1.51  0.52  -1.60  0.227
H  3.22  1.78  -0.28  0.252
H  3.37  3.00  -1.63  0.190
O  3.79  0.24  0.98  -0.966
S  3.99  -0.81  1.94  2.178
O  4.44  -2.13  1.55  -0.935
C  5.05  -0.20  3.25  -0.674
C  4.08  0.42  4.25  -0.407
C  2.91  -0.56  4.36  -0.401
C  2.51  -0.96  2.94  -0.679
H  5.76  0.51  2.84  0.256
H  5.57  -1.06  3.67  0.241
H  4.56  0.58  5.21  0.227
H  3.73  1.38  3.88  0.219
H  3.23  -1.45  4.92  0.209
H  2.07  -0.13  4.90  0.229
H  2.14  -1.99  2.89  0.256
H  1.76  -0.28  2.53  0.252
O  -3.28  -0.74  -0.49  -0.950
S  -3.72  -2.02  0.02  2.175
O  -3.10  -2.63  1.17  -0.938
C  -5.49  -1.94  0.29  -0.675
C  -6.09  -2.37  -1.05  -0.406
C  -5.25  -3.57  -1.51  -0.401
C  -3.77  -3.20  -1.33  -0.679
H  -5.77  -0.94  0.59  0.259
H  -5.73  -2.65  1.08  0.241
H  -7.14  -2.63  -0.94  0.227
H  -6.01  -1.56  -1.77  0.217
H  -5.49  -4.44  -0.90  0.210
H  -5.46  -3.83  -2.55  0.227
H  -3.16  -4.06  -1.07  0.254
H  -3.37  -2.70  -2.21  0.247

---

Below is one molecule with the formula C6H16N2 at a distorted geometry, with properties calculated with wB97M-V/def2-TZVPD.

Summary:
total charge	0
energy above the lowest of the compared OMol25 structures with the same formula, charge and spin	115.34	kJ/mol
SMILES string	CC[C@@H](CNC)NC
spin multiplicity	1

Last column: natural (NBO) charge in e.
Cartesian coordinates (Å):
C  -0.86  2.23  0.43  -0.617
C  -1.19  0.75  0.22  -0.419
C  -0.10  0.03  -0.56  -0.047
C  0.88  -0.81  0.26  -0.213
N  1.27  -0.17  1.49  -0.628
C  2.21  -1.00  2.24  -0.407
N  -0.65  -0.87  -1.58  -0.621
C  -1.53  -0.23  -2.56  -0.409
H  -1.29  2.63  1.34  0.211
H  0.20  2.31  0.67  0.216
H  -1.03  2.80  -0.48  0.208
H  -1.36  0.24  1.17  0.193
H  -2.18  0.63  -0.21  0.213
H  0.51  0.79  -1.07  0.157
H  1.75  -0.99  -0.37  0.183
H  0.42  -1.79  0.42  0.166
H  0.45  0.08  2.02  0.355
H  3.16  -0.91  1.70  0.188
H  1.92  -2.06  2.15  0.162
H  2.37  -0.76  3.27  0.204
H  0.10  -1.34  -2.06  0.352
H  -2.47  0.06  -2.13  0.191
H  -1.05  0.66  -2.97  0.159
H  -1.66  -0.92  -3.39  0.202

---

Below is a 10-piece molecular cluster, C33H89ClN11O18 overall at a distorted geometry, with properties calculated with wB97M-V/def2-TZVPD.

Summary:
total charge	-1
spin multiplicity	1

Last column: Löwdin charge in e.
Cartesian coordinates (Å):
Cl  5.10  -11.81  -8.20  0.591
O  4.26  -12.95  -8.39  -0.354
O  5.54  -11.42  -9.48  -0.349
O  4.38  -10.73  -7.61  -0.367
O  6.18  -12.15  -7.34  -0.348
C  0.73  -11.80  -8.60  -0.067
O  0.49  -10.79  -9.59  -0.203
C  -0.15  -9.67  -9.09  -0.227
C  -0.14  -8.47  -10.15  -0.188
N  -0.55  -9.02  -11.44  -0.049
C  -0.22  -8.14  -12.56  -0.201
C  -0.59  -8.96  -13.80  -0.235
O  -0.58  -8.25  -15.05  -0.207
C  0.73  -7.70  -15.39  -0.083
H  0.66  -12.77  -9.09  0.081
H  0.03  -11.83  -7.76  0.089
H  1.73  -11.63  -8.19  0.073
H  0.25  -9.40  -8.12  0.094
H  -1.19  -9.96  -8.92  0.115
H  0.84  -8.05  -9.91  0.091
H  -0.81  -7.64  -9.92  0.110
H  0.04  -9.84  -11.45  0.093
H  0.77  -7.71  -12.70  0.101
H  -0.93  -7.32  -12.51  0.123
H  -1.50  -9.55  -13.72  0.121
H  0.08  -9.80  -13.96  0.113
H  1.45  -7.60  -14.57  0.069
H  0.46  -6.71  -15.78  0.087
H  1.18  -8.39  -16.09  0.081
C  4.80  -15.11  -15.28  -0.121
O  4.52  -15.74  -14.01  -0.174
C  4.13  -14.76  -13.02  -0.239
C  4.13  -15.24  -11.63  -0.185
N  2.71  -15.59  -11.20  -0.061
C  2.60  -16.16  -9.84  -0.185
C  1.13  -16.51  -9.45  -0.233
O  1.04  -16.87  -8.09  -0.228
C  -0.31  -17.29  -7.69  -0.081
H  4.13  -14.43  -15.79  0.082
H  4.90  -15.95  -15.97  0.077
H  5.79  -14.65  -15.31  0.080
H  3.15  -14.32  -13.19  0.124
H  4.82  -13.92  -13.03  0.119
H  4.49  -14.50  -10.91  0.119
H  4.68  -16.18  -11.63  0.121
H  2.51  -16.33  -11.86  0.095
H  2.94  -15.37  -9.18  0.105
H  3.17  -17.08  -9.70  0.115
H  0.67  -17.25  -10.10  0.114
H  0.51  -15.63  -9.60  0.113
H  -0.18  -17.61  -6.65  0.090
H  -0.82  -18.02  -8.30  0.084
H  -1.01  -16.46  -7.55  0.073
C  2.15  -10.62  -4.34  -0.127
O  1.27  -9.61  -4.66  -0.202
C  1.76  -8.65  -5.67  -0.178
C  0.79  -7.54  -6.04  -0.200
N  0.88  -6.27  -5.31  -0.091
C  -0.11  -5.33  -5.75  -0.210
C  0.38  -3.88  -5.40  -0.199
O  1.54  -3.35  -6.11  -0.189
C  1.69  -1.95  -5.87  -0.113
H  2.40  -11.02  -5.32  0.081
H  1.59  -11.36  -3.76  0.081
H  2.99  -10.24  -3.76  0.085
H  2.05  -9.19  -6.57  0.085
H  2.73  -8.29  -5.35  0.117
H  -0.23  -7.83  -5.78  0.127
H  0.95  -7.30  -7.09  0.102
H  1.80  -5.87  -5.39  0.101
H  -1.04  -5.53  -5.21  0.118
H  -0.23  -5.51  -6.81  0.108
H  0.57  -3.94  -4.33  0.115
H  -0.43  -3.17  -5.50  0.105
H  1.75  -1.65  -4.82  0.079
H  0.78  -1.45  -6.20  0.075
H  2.56  -1.53  -6.38  0.086
C  8.67  -3.12  -4.50  -0.105
O  8.15  -2.76  -5.78  -0.193
C  9.11  -2.75  -6.82  -0.257
C  8.55  -2.46  -8.16  -0.245
N  8.21  -3.62  -8.95  -0.054
C  7.25  -4.51  -8.19  -0.150
C  6.92  -5.90  -8.82  -0.172
O  7.66  -7.10  -8.44  -0.198
C  7.40  -8.21  -9.31  -0.109
H  9.19  -4.08  -4.45  0.085
H  7.88  -3.11  -3.75  0.084
H  9.38  -2.40  -4.08  0.075
H  9.64  -3.70  -6.85  0.125
H  9.80  -1.95  -6.55  0.118
H  9.29  -1.86  -8.69  0.116
H  7.60  -1.93  -8.11  0.125
H  9.09  -4.12  -9.00  0.096
H  6.33  -4.00  -7.90  0.121
H  7.63  -4.75  -7.20  0.099
H  6.85  -5.85  -9.91  0.115
H  5.92  -6.22  -8.54  0.070
H  8.10  -9.02  -9.15  0.086
H  7.53  -7.92  -10.35  0.080
H  6.41  -8.65  -9.19  0.061
C  14.00  -9.63  -6.53  -0.157
O  13.47  -10.49  -5.60  -0.176
C  14.43  -11.40  -5.05  -0.229
C  13.76  -12.68  -4.76  -0.226
N  13.29  -13.28  -6.04  -0.047
C  12.69  -14.64  -5.97  -0.155
C  11.09  -14.49  -5.90  -0.254
O  10.64  -13.61  -6.85  -0.171
C  9.26  -13.33  -6.84  -0.091
H  14.54  -10.03  -7.38  0.090
H  14.60  -8.83  -6.08  0.081
H  13.18  -9.05  -6.95  0.088
H  14.77  -10.90  -4.14  0.122
H  15.26  -11.60  -5.73  0.121
H  12.97  -12.57  -4.02  0.113
H  14.43  -13.33  -4.20  0.114
H  12.62  -12.64  -6.45  0.089
H  13.07  -15.22  -5.14  0.104
H  12.95  -15.22  -6.85  0.097
H  10.84  -14.30  -4.85  0.109
H  10.69  -15.50  -5.95  0.110
H  8.70  -14.18  -7.22  0.095
H  8.98  -12.40  -7.34  0.087
H  8.86  -13.16  -5.84  0.071
C  3.76  -7.49  -9.55  -0.850
O  3.80  -6.43  -10.09  0.046
N  4.07  -7.66  -8.29  0.180
N  3.64  -8.63  -10.11  0.192
H  3.97  -8.65  -8.08  0.067
H  4.29  -6.88  -7.70  0.120
H  3.34  -8.57  -11.07  0.122
H  3.59  -9.53  -9.65  0.094
C  5.66  -12.77  -3.56  -0.735
O  4.73  -13.32  -4.18  0.015
N  6.52  -12.08  -4.16  0.198
N  5.83  -12.71  -2.25  0.162
H  6.52  -12.09  -5.17  0.099
H  7.21  -11.67  -3.55  0.119
H  6.66  -12.21  -1.97  0.096
H  5.10  -12.97  -1.59  0.119
C  1.52  -14.17  -5.38  -0.758
O  0.97  -13.75  -4.34  -0.030
N  2.76  -14.17  -5.72  0.203
N  0.78  -14.70  -6.31  0.159
H  3.12  -14.54  -6.59  0.107
H  3.40  -13.75  -5.07  0.043
H  -0.22  -14.66  -6.16  0.109
H  1.15  -15.32  -7.02  0.066
O  7.39  -10.44  -12.48  -0.056
H  7.13  -11.05  -11.80  0.016
H  6.66  -9.82  -12.53  0.025

---

Below is C43H55HfN3O4P2 as an isolated structure at a distorted geometry, with properties calculated with wB97M-V/def2-TZVPD.

Summary:
total charge	+4
energy above the lowest of the compared OMol25 structures with the same formula, charge and spin	40.67	kJ/mol
spin multiplicity	1

Last column: Löwdin charge in e.
Cartesian coordinates (Å):
Hf  0.58  -0.55  -0.73  1.843
C  3.46  -1.94  0.17  -0.057
C  2.31  -2.13  1.12  -0.285
O  1.13  -2.46  0.36  -0.257
C  0.93  -3.82  -0.12  -0.067
C  1.11  -3.77  -1.62  -0.100
O  0.40  -2.58  -2.04  -0.253
C  0.39  -2.39  -3.47  -0.103
C  1.57  -1.54  -3.83  -0.091
O  1.66  -0.48  -2.84  -0.286
C  2.98  0.12  -2.82  -0.110
C  3.82  -0.72  -1.89  -0.082
O  2.95  -0.97  -0.76  -0.262
H  3.73  -2.86  -0.35  0.154
H  4.35  -1.56  0.68  0.166
H  2.74  -0.23  1.69  0.142
H  2.49  -2.89  1.88  0.168
H  -0.09  -4.09  0.16  0.147
H  1.63  -4.49  0.36  0.164
H  0.66  -4.65  -2.09  0.163
H  2.16  -3.70  -1.91  0.141
H  -0.55  -1.90  -3.70  0.118
H  0.41  -3.35  -3.99  0.162
H  1.46  -1.09  -4.82  0.157
H  2.50  -2.11  -3.81  0.143
H  2.86  1.14  -2.46  0.101
H  3.39  0.17  -3.83  0.168
H  4.72  -0.20  -1.56  0.164
H  4.11  -1.68  -2.32  0.145
C  1.40  2.25  1.41  -0.341
C  1.97  2.44  0.00  -0.393
P  0.81  3.43  -1.09  1.121
C  0.34  2.18  -2.36  -0.358
C  0.70  2.33  -3.70  -0.044
C  0.07  1.59  -4.70  0.011
C  -0.92  0.66  -4.40  -0.038
C  -1.28  0.47  -3.08  -0.089
C  -0.64  1.19  -2.06  -0.284
C  1.91  4.54  -1.98  -0.433
C  3.23  4.23  -2.36  -0.117
C  3.99  5.15  -3.06  -0.047
C  3.44  6.38  -3.39  -0.027
C  2.14  6.70  -3.03  -0.034
C  1.38  5.78  -2.32  -0.086
P  -0.06  1.14  1.36  1.033
C  -1.57  2.12  1.39  -0.372
C  -2.75  1.59  0.87  -0.116
C  -3.94  2.31  0.95  -0.044
C  -3.95  3.56  1.55  -0.017
C  -2.77  4.09  2.07  -0.020
C  -1.59  3.38  1.99  -0.079
C  0.04  0.19  2.89  -0.383
C  -0.37  0.92  4.12  -0.046
C  -0.86  0.28  5.19  -0.029
C  -1.09  -1.16  5.18  -0.038
C  -0.81  -1.91  4.11  -0.033
C  -0.19  -1.34  2.90  -0.132
H  1.14  3.21  1.85  0.089
H  2.13  1.80  2.08  0.092
H  2.25  1.46  -0.43  0.027
H  2.92  2.98  0.04  0.099
H  1.42  3.09  -3.98  0.120
H  0.33  1.78  -5.74  0.140
H  -1.45  0.16  -5.20  0.137
H  -2.10  -0.19  -2.83  0.118
H  -1.19  1.29  -1.12  0.054
H  3.68  3.28  -2.09  0.089
H  5.01  4.92  -3.34  0.120
H  4.04  7.10  -3.94  0.128
H  1.73  7.67  -3.28  0.126
H  0.37  6.04  -2.02  0.108
H  -2.77  0.62  0.40  0.060
H  -4.85  1.90  0.55  0.118
H  -4.87  4.12  1.62  0.131
H  -2.78  5.07  2.54  0.131
H  -0.69  3.83  2.40  0.104
H  -0.29  2.00  4.14  0.116
H  -1.13  0.85  6.07  0.131
H  -1.55  -1.62  6.05  0.128
H  -1.08  -2.96  4.09  0.120
H  -0.49  -1.81  1.97  0.098
C  3.13  -1.94  4.15  -0.056
C  2.13  -0.80  4.11  -0.136
C  1.21  -0.77  2.91  -0.362
N  1.91  -0.82  1.60  0.032
H  3.70  -1.90  5.08  0.103
H  3.88  -1.91  3.35  0.071
H  2.64  -2.92  4.13  0.092
H  2.64  0.17  4.16  0.138
H  1.51  -0.85  5.00  0.120
N  -1.35  -1.37  -0.36  0.066
C  -2.43  -1.77  -0.12  -0.176
N  -3.59  -2.18  0.15  -0.009
C  -4.37  -3.08  -0.78  -0.076
C  -4.94  -4.24  0.00  -0.160
C  -5.74  -3.76  1.21  -0.169
C  -4.87  -2.91  2.13  -0.160
C  -4.31  -1.71  1.41  -0.082
H  -3.68  -3.39  -1.57  0.128
H  -5.15  -2.45  -1.22  0.144
H  -4.13  -4.90  0.32  0.125
H  -5.57  -4.82  -0.68  0.137
H  -6.13  -4.62  1.76  0.133
H  -6.61  -3.19  0.88  0.132
H  -4.05  -3.51  2.54  0.123
H  -5.45  -2.54  2.98  0.137
H  -3.58  -1.14  2.00  0.121
H  -5.09  -1.03  1.06  0.141

---

no.,HOMO energy (eV)
1,-9.038
2,-9.175
3,-8.590
4,-6.542
5,-17.806